Record 1
2 unconnected molecules or ions with the total composition CH4S2 at a distorted geometry, computed with ωB97M-V/def2-TZVPD.

Each line ends with the natural charge from an NBO analysis.
CARTESIAN COORDINATES (ANGSTROEM)
S (-2.03261, 0.21892, 0.04273)  -0.28
S (2.36727, 0.95696, -0.46566)  0.08
C (1.74391, -0.49366, -0.24187)  -0.46
H (0.71153, -0.55552, -0.03387)  0.19
H (-2.41912, 1.35814, -0.19466)  0.12
H (-2.61761, -0.07577, 1.30120)  0.17
H (2.24662, -1.40907, -0.40786)  0.18

Lowest unoccupied orbital energy (eV): -0.216
Frontier orbital gap (eV): 8.544
E (hartree): -836.8054
HOMO level (eV): -8.8
Energy relative to the best compared isomer or geometry (same formula, charge and spin) (kcal per mole): 38.11
SMILES string: C=S.S

***

Record 2
C3H4N2O in the gas phase, computed with ωB97M-V/def2-TZVPD.

Each line ends with the natural charge from an NBO analysis.
CARTESIAN COORDINATES (ANGSTROEM)
O (2.22044, -0.44629, -0.04859)  -0.66
N (0.48743, 1.10539, 0.05103)  -0.52
N (-1.27653, -0.21564, 0.01586)  -0.51
C (-0.16837, -1.05407, -0.06527)  -0.21
C (-0.82234, 1.05554, 0.07576)  0.18
C (0.89443, -0.19074, -0.02873)  0.39
H (-0.25035, -2.12331, -0.19174)  0.22
H (2.61299, 0.43746, 0.03388)  0.49
H (-1.45497, 1.93094, 0.10287)  0.20
H (-2.24273, -0.49928, 0.05494)  0.42

Lowest unoccupied orbital energy (eV): 0.929
Frontier orbital gap (eV): 9.243
E (hartree): -301.4697
HOMO level (eV): -8.3
Energy relative to the best compared isomer or geometry (same formula, charge and spin) (kcal per mole): 11.03
SMILES string: Oc1c[nH]cn1

***

Record 3
A molecular structure, C30H45N3O6PS3 at a distorted geometry, computed with ωB97M-V/def2-TZVPD.

Each line ends with the Mulliken charge.
CARTESIAN COORDINATES (ANGSTROEM)
S (-3.33793, -4.01981, 0.76803)  1.07
S (-2.09676, -2.06291, -3.58936)  -0.36
S (-4.26235, -2.09521, -0.85570)  0.88
P (-3.87917, -1.66779, -2.96191)  0.14
O (-3.73496, -5.28609, 0.21602)  -0.69
O (-5.55131, -2.73858, -0.83024)  -0.66
O (1.72276, -0.19180, 0.35314)  -0.54
O (-4.20388, -0.80904, -0.16002)  -0.62
O (-4.26912, -3.55338, 1.77144)  -0.65
O (-0.64176, -2.01367, 1.54640)  -0.14
N (-10.05370, 6.24463, -2.21460)  -0.01
N (-5.43922, 2.50904, 1.48220)  0.11
N (-3.03691, -2.97695, -0.45009)  -0.27
C (5.03781, -1.12085, -0.74706)  -0.51
C (-4.40805, 1.70700, 2.19615)  -0.90
C (9.90941, -1.75803, -2.31037)  -1.88
C (-1.71974, -4.22437, 1.50926)  -0.85
C (-7.98505, 5.11945, -2.02813)  -0.72
C (7.26785, -1.64156, 0.50550)  3.51
C (5.75842, -1.25758, 0.42614)  -0.58
C (0.97241, -0.25181, 1.55313)  -0.67
C (0.66364, -1.68844, 2.01999)  -0.31
C (-9.43573, 5.28772, -0.14312)  -0.59
C (5.09374, -1.00520, 1.60473)  -0.51
C (-6.69961, 4.49418, 1.26525)  -0.61
C (7.85186, -1.76115, -0.91123)  -2.23
C (9.23379, -2.46230, -1.09200)  2.01
C (-6.00260, 2.00960, 0.38213)  -0.26
C (10.23761, -2.32357, 0.06607)  -1.92
C (-11.05641, 6.97044, -3.02967)  -0.87
C (7.27092, -2.99508, 1.31312)  -1.63
C (-7.28667, 4.00910, 0.09428)  0.76
C (3.70752, -0.78499, -0.70591)  -0.93
C (9.10190, -3.93831, -1.53360)  -1.64
C (7.91296, -0.47856, 1.33259)  -1.58
C (-8.90193, 5.83286, -2.76691)  -0.08
C (3.04519, -0.54641, 0.46859)  0.67
C (-1.27345, -3.00427, 2.33461)  -0.61
C (-10.32251, 5.99230, -0.92201)  -0.34
C (-6.92907, 2.73924, -0.33343)  -0.80
C (-8.24357, 4.82048, -0.69339)  0.65
C (-5.77737, 3.72694, 1.93775)  -0.38
C (3.76665, -0.65579, 1.64511)  -0.56
H (-4.81690, -2.46036, -3.66304)  0.08
H (8.44852, -3.95781, -2.41451)  0.43
H (-11.95720, 6.36276, -3.07497)  0.38
H (-5.68919, 1.00715, 0.07950)  0.57
H (7.95660, -0.74325, -1.31498)  0.46
H (-10.66649, 7.12793, -4.02980)  0.28
H (-4.73082, 1.57720, 3.22644)  0.36
H (1.38031, -2.38612, 1.56925)  0.33
H (-5.28755, 4.07123, 2.83774)  0.48
H (7.30227, 0.41626, 1.16389)  0.39
H (-7.06658, 4.80130, -2.50366)  0.52
H (-0.98285, -4.42183, 0.72647)  0.37
H (-11.25791, 7.92728, -2.55467)  0.38
H (-1.81438, -5.09554, 2.16313)  0.39
H (7.51795, -2.74537, 2.35167)  0.39
H (11.15458, -2.84432, -0.24692)  0.52
H (-6.93808, 5.47789, 1.64750)  0.52
H (3.16483, -0.71686, -1.64615)  0.41
H (9.93560, -2.78664, 1.00831)  0.31
H (9.98152, -0.67582, -2.16725)  0.43
H (5.49965, -1.27171, -1.71447)  0.45
H (8.91757, -0.22499, 0.99308)  0.32
H (-9.69352, 5.08588, 0.88809)  0.51
H (-8.73157, 6.07573, -3.80595)  0.40
H (-4.30133, 0.73601, 1.70902)  0.31
H (9.28826, -1.96842, -3.19001)  0.40
H (7.15951, -2.27251, -1.58888)  0.45
H (5.60226, -1.06280, 2.56295)  0.25
H (10.90611, -2.18484, -2.46418)  0.46
H (7.86201, -0.66956, 2.40637)  0.36
H (-0.59712, -3.39962, 3.10529)  0.41
H (8.02820, -3.69614, 0.96907)  0.32
H (-4.27460, -0.31495, -3.11926)  0.01
H (10.07496, -4.31344, -1.86972)  0.46
H (-0.00410, 0.18489, 1.31749)  0.31
H (1.38497, 0.36602, 2.36039)  0.31
H (6.26649, -3.41935, 1.33246)  0.33
H (10.54948, -1.28619, 0.22085)  0.37
H (3.29727, -0.47192, 2.60507)  0.25
H (0.68764, -1.68530, 3.11754)  0.40
H (-7.36431, 2.30036, -1.22159)  0.52
H (8.69260, -4.58674, -0.75550)  0.29
H (-3.46856, 2.25290, 2.14771)  0.39
H (-2.15675, -2.61386, 2.85968)  0.35
H (-11.26488, 6.35603, -0.53631)  0.48

Lowest unoccupied orbital energy (eV): -5.901
Frontier orbital gap (eV): 3.139
E (hartree): -3321.3539
Total charge: +1
HOMO level (eV): -9.0